{"formula": "C36H99N9O9", "method": "the ωB97M-V functional and the def2-TZVPD basis", "species": ["C", "O", "C", "C", "C", "N", "H", "H", "H", "H", "H", "H", "H", "H", "H", "H", "H", "C", "O", "C", "C", "C", "N", "H", "H", "H", "H", "H", "H", "H", "H", "H", "H", "H", "C", "O", "C", "C", "C", "N", "H", "H", "H", "H", "H", "H", "H", "H", "H", "H", "H", "C", "O", "C", "C", "C", "N", "H", "H", "H", "H", "H", "H", "H", "H", "H", "H", "H", "C", "O", "C", "C", "C", "N", "H", "H", "H", "H", "H", "H", "H", "H", "H", "H", "H", "C", "O", "C", "C", "C", "N", "H", "H", "H", "H", "H", "H", "H", "H", "H", "H", "H", "C", "O", "C", "C", "C", "N", "H", "H", "H", "H", "H", "H", "H", "H", "H", "H", "H", "C", "O", "C", "C", "C", "N", "H", "H", "H", "H", "H", "H", "H", "H", "H", "H", "H", "C", "O", "C", "C", "C", "N", "H", "H", "H", "H", "H", "H", "H", "H", "H", "H", "H"], "xyz": [[-22.190265, -13.401276, -29.934976], [-22.826015, -13.492058, -28.671387], [-24.061606, -14.174687, -28.713617], [-24.721125, -14.206756, -27.318683], [-26.146395, -14.726945, -27.359275], [-24.850088, -12.843338, -26.799263], [-21.627592, -14.302441, -30.197050], [-21.493091, -12.572355, -29.816380], [-22.884690, -13.193786, -30.752707], [-24.792758, -13.719464, -29.392107], [-23.909454, -15.219883, -29.011738], [-24.144748, -14.876338, -26.675167], [-26.596112, -14.674519, -26.365677], [-26.240038, -15.786499, -27.613659], [-26.778118, -14.186127, -28.068511], [-23.943256, -12.425222, -26.987152], [-25.589884, -12.336276, -27.268360], [-16.996426, -8.969534, -30.752268], [-18.321777, -9.198207, -31.209067], [-19.228383, -8.301147, -30.617419], [-20.648841, -8.727949, -31.000605], [-21.713078, -7.659374, -30.724684], [-21.041368, -9.989347, -30.381082], [-16.896767, -9.302971, -29.713104], [-16.614968, -7.954551, -30.862291], [-16.424162, -9.710483, -31.312902], [-19.148966, -8.183962, -29.526713], [-19.007656, -7.289565, -30.992143], [-20.573387, -8.876786, -32.079819], [-21.662755, -7.315152, -29.689852], [-22.712250, -8.046040, -30.918290], [-21.502547, -6.837116, -31.411464], [-20.672150, -9.982850, -29.410280], [-20.436010, -10.687035, -30.816203], [-24.153193, -14.413226, -33.069162], [-23.069760, -13.614558, -33.451119], [-23.318458, -12.210347, -33.425079], [-22.021564, -11.583429, -33.917901], [-22.135297, -10.049409, -33.892421], [-21.658366, -11.908569, -35.305524], [-24.927075, -14.458377, -33.844857], [-24.688902, -14.120806, -32.157766], [-23.854424, -15.451139, -32.924130], [-24.165818, -11.904149, -34.047566], [-23.559664, -11.995059, -32.378453], [-21.200715, -11.929208, -33.281007], [-21.365930, -9.470548, -34.399091], [-22.298730, -9.673218, -32.881063], [-23.078067, -9.765887, -34.373534], [-20.896680, -11.304999, -35.589773], [-21.247761, -12.837350, -35.336587], [-22.215666, -10.175599, -22.389255], [-23.532527, -10.607022, -22.702209], [-23.597515, -11.908324, -23.231419], [-25.014295, -12.451007, -23.078698], [-25.462894, -12.689164, -21.630525], [-25.183972, -13.678193, -23.843505], [-21.517809, -10.637532, -23.097422], [-21.946748, -10.448611, -21.370043], [-22.125099, -9.113820, -22.615107], [-23.179126, -11.981265, -24.241241], [-22.971523, -12.565683, -22.607450], [-25.682860, -11.719284, -23.558594], [-25.064480, -11.935434, -20.954364], [-25.104064, -13.680745, -21.338995], [-26.547805, -12.789124, -21.579241], [-25.108748, -13.417895, -24.838222], [-26.125107, -14.041185, -23.738289], [-28.496416, -12.176724, -24.733162], [-28.439066, -13.500340, -24.218276], [-29.182511, -13.630171, -23.010206], [-29.057998, -14.982392, -22.298196], [-29.481723, -16.156603, -23.237424], [-29.965375, -15.010290, -21.152633], [-28.022961, -11.457727, -24.061939], [-29.528508, -11.904019, -24.968987], [-27.939223, -12.194893, -25.669524], [-28.844748, -12.856478, -22.310549], [-30.234382, -13.425152, -23.236234], [-28.025831, -15.149292, -21.978481], [-30.409699, -15.821518, -23.703525], [-29.644965, -17.107794, -22.734226], [-28.673022, -16.291424, -23.953337], [-29.297468, -15.066467, -20.385981], [-30.484791, -15.864339, -20.999189], [-22.561458, -17.461612, -31.340739], [-21.481783, -17.902490, -32.161626], [-20.979456, -16.878941, -33.005196], [-19.780076, -17.410266, -33.765694], [-18.603131, -17.611800, -32.790055], [-19.384053, -16.328855, -34.673401], [-22.793103, -18.325423, -30.726151], [-23.414360, -17.153069, -31.952848], [-22.320757, -16.571928, -30.751773], [-21.776070, -16.491091, -33.648090], [-20.663794, -16.038431, -32.368421], [-20.144482, -18.264378, -34.335525], [-17.705222, -17.970860, -33.296380], [-18.797138, -18.331442, -31.990389], [-18.370266, -16.656099, -32.319292], [-18.632916, -16.672869, -35.258886], [-19.038327, -15.534520, -34.151683], [-26.361730, -8.933828, -32.016882], [-26.608333, -9.248898, -30.674024], [-26.118898, -10.498615, -30.252742], [-26.815324, -10.969655, -28.960705], [-28.294498, -10.694795, -28.936182], [-26.207179, -10.365143, -27.772229], [-26.499322, -7.862453, -32.176028], [-26.999317, -9.455054, -32.734521], [-25.292711, -9.067564, -32.226412], [-26.317559, -11.257524, -31.024490], [-25.031798, -10.501432, -30.120836], [-26.634179, -12.049879, -28.933883], [-28.483423, -9.627713, -29.040692], [-28.836282, -11.123962, -28.091364], [-28.823154, -11.220033, -29.740935], [-25.185563, -10.387014, -27.885585], [-26.355431, -9.358625, -27.857643], [-24.670050, -18.199621, -28.001575], [-26.081107, -18.154693, -27.925093], [-26.566316, -18.457574, -26.626714], [-28.112799, -18.485968, -26.643624], [-28.843518, -17.213338, -27.046968], [-28.582664, -18.810023, -25.274452], [-24.330576, -17.846983, -28.970077], [-24.261053, -19.172620, -27.710333], [-24.308790, -17.525530, -27.212470], [-26.168946, -19.429712, -26.316470], [-26.278494, -17.741538, -25.847034], [-28.396914, -19.313430, -27.302333], [-28.746767, -16.458524, -26.268350], [-29.886982, -17.454398, -27.260760], [-28.505368, -16.788014, -27.994216], [-29.560077, -19.042113, -25.425437], [-28.135340, -19.674063, -24.979972], [-19.315458, -10.972932, -27.419014], [-20.425939, -10.142989, -27.708988], [-21.446812, -10.265040, -26.713245], [-22.590118, -9.317938, -27.057749], [-23.624264, -9.164932, -25.953409], [-23.309750, -9.881426, -28.226414], [-19.639259, -12.006769, -27.602207], [-18.946113, -10.918711, -26.394803], [-18.566735, -10.792884, -28.190248], [-21.797394, -11.301795, -26.670209], [-21.032194, -9.978600, -25.741890], [-22.140020, -8.373703, -27.384485], [-23.186615, -8.909761, -24.984612], [-24.027888, -10.137602, -25.659208], [-24.470687, -8.505529, -26.131383], [-22.572882, -10.225920, -28.834777], [-23.780813, -9.120104, -28.703706]], "atomic_forces_ev_per_a": [[0.237, 0.280, 0.403], [-0.486, -0.129, -0.146], [-0.423, -0.938, 0.736], [-0.818, 0.570, -0.724], [-0.283, -1.147, -0.103], [1.331, -0.735, 0.509], [-0.074, -0.163, 0.128], [0.040, -0.008, -0.350], [-0.080, 0.104, 0.127], [0.241, 0.256, -0.289], [0.057, -0.040, -0.319], [0.212, 0.421, 0.301], [0.024, 0.375, 0.021], [0.283, 0.044, -0.269], [0.057, 0.191, 0.060], [-0.341, 0.729, 0.021], [0.212, 0.065, 0.106], [-0.132, -1.662, -0.047], [0.257, 0.412, 0.644], [-0.747, 1.035, -0.172], [0.010, 0.330, -0.113], [0.852, -0.053, -0.303], [1.120, -0.498, 0.088], [-0.092, 0.391, 0.200], [-0.202, 0.089, -0.222], [0.406, 0.468, -0.155], [0.240, -0.601, 0.120], [-0.168, 0.029, -0.177], [-0.255, -0.064, 0.015], [-0.037, 0.091, 0.006], [0.033, -0.072, -0.048], [-0.270, 0.275, 0.250], [-0.617, 0.106, -0.711], [-0.287, -0.165, -0.068], [-0.934, -0.453, -0.381], [-0.118, -0.278, 0.025], [0.563, -0.914, -0.117], [0.800, 1.486, -0.277], [-1.452, 0.034, 0.640], [-0.279, -0.793, -0.037], [0.021, 0.222, -0.176], [0.371, 0.424, 0.200], [0.447, 0.233, -0.046], [-0.007, -0.212, -0.205], [0.173, 0.720, -0.039], [-0.194, 0.129, 0.483], [0.345, -0.340, 0.137], [0.417, -0.099, 0.102], [0.078, -0.149, -0.369], [-0.109, 0.209, 0.034], [-0.351, -0.150, -0.074], [-0.235, -0.476, -1.145], [-0.040, 0.697, -0.058], [0.319, -1.107, 1.368], [-1.159, 0.464, -0.703], [0.509, -0.449, -0.539], [0.718, -0.397, -0.623], [0.191, -0.219, 0.202], [0.098, 0.180, 0.099], [-0.240, 0.162, 0.551], [-0.373, 0.175, -0.232], [0.177, -0.083, -0.088], [0.094, 0.481, 0.433], [-0.277, 0.062, 0.068], [0.314, 0.098, 0.124], [-0.058, 0.452, 0.057], [-0.001, -0.203, 0.362], [-0.058, 0.159, 0.162], [0.183, -0.673, -0.388], [0.083, -0.421, 0.465], [0.024, 0.445, 0.083], [-0.916, -1.841, -1.506], [0.835, 1.356, 0.020], [1.121, 0.752, 1.566], [-0.143, 0.074, 0.127], [-0.076, 0.177, 0.203], [0.096, 0.098, 0.036], [-0.078, 0.103, 0.100], [-0.164, -0.148, 0.167], [0.054, 0.145, -0.037], [0.015, -0.321, -0.336], [0.107, 0.113, 0.243], [-0.397, -0.173, -0.368], [-0.587, 0.524, 0.505], [-0.077, -0.179, -0.857], [0.466, -0.208, -0.767], [-0.248, 0.316, 0.247], [-0.348, -0.061, 0.796], [0.309, 1.526, 0.791], [-0.288, -1.144, 0.110], [-0.410, -0.416, -0.946], [-0.275, 0.185, 0.208], [-0.154, -0.379, -0.026], [0.352, -0.130, 0.259], [0.130, -0.145, -0.313], [0.083, 0.143, -0.067], [0.545, -0.217, 0.008], [-0.036, 0.113, -0.180], [-0.202, 0.037, -0.034], [-0.043, 0.060, -0.045], [0.067, 0.264, -0.060], [0.088, -0.028, 0.067], [0.904, 0.626, -0.040], [-0.329, 0.354, 0.396], [-0.683, -0.886, -0.527], [0.652, 0.382, 0.062], [-1.000, -0.644, -0.723], [0.354, 0.587, -0.217], [-0.371, -0.010, 0.288], [0.079, -0.349, 0.125], [-0.057, -0.433, -0.331], [-0.119, 0.059, -0.170], [0.087, 0.193, 0.108], [-0.041, -0.010, 0.105], [-0.129, -0.039, 0.141], [0.568, 0.365, 0.544], [0.318, 0.326, -0.452], [-0.212, -0.482, 0.227], [-0.479, -0.043, 0.256], [-0.217, 0.564, 1.451], [-0.225, -0.188, -0.063], [-0.866, 0.320, -0.179], [0.431, -0.566, 0.211], [0.363, -0.027, -0.749], [0.160, -0.188, -0.505], [-0.126, -0.205, -0.088], [-0.111, -0.243, -0.483], [0.399, 0.216, -0.253], [-0.133, -0.183, 0.053], [0.377, 0.320, -0.246], [0.044, 0.176, -0.377], [-0.175, 0.008, 0.013], [-0.135, 0.069, 0.480], [0.381, -0.096, 0.081], [-0.088, -0.004, 0.526], [-0.084, -0.024, 0.088], [-0.615, -1.067, -0.997], [0.116, 0.298, 1.277], [-0.170, 0.508, 0.141], [-0.842, -0.245, -0.720], [0.640, -0.657, 1.520], [0.796, -0.099, 0.318], [0.122, -0.141, 0.298], [0.077, 0.442, -0.041], [0.231, 0.352, 0.335], [-0.060, -0.055, 0.018], [0.061, -0.094, 0.082], [0.092, 0.192, 0.527], [0.247, 0.680, -0.137], [-0.252, -0.193, -0.637], [0.191, 0.114, -0.381], [-0.465, 0.050, -0.648], [0.130, -0.022, -0.230]], "smiles": "COC[C@H](C)N.COC[C@H](C)N.COC[C@H](C)N.COC[C@H](C)N.COC[C@H](C)N.COC[C@H](C)N.COC[C@H](C)N.COC[C@H](C)N.COC[C@H](C)N", "homo_ha": -0.302, "orbital_gap_ev": 8.69, "relative_energy_kj_mol": 165.5}